# 1
{
  "formula": "C20H41N2OP3Tc",
  "method": "ωB97M-V with the def2-TZVPD basis set",
  "elements": ["Tc", "P", "P", "P", "H", "C", "C", "H", "C", "C", "C", "C", "C", "C", "C", "C", "C", "H", "H", "H", "H", "H", "H", "H", "H", "H", "H", "H", "H", "H", "H", "H", "H", "H", "H", "H", "H", "H", "H", "H", "H", "H", "H", "H", "H", "H", "C", "C", "C", "C", "C", "C", "O", "H", "H", "H", "H", "H", "H", "N", "C", "C", "N", "C", "H", "H", "H", "H"],
  "xyz": [[-0.342, -0.873, 0.512], [0.455, -0.563, 2.589], [-2.193, -1.867, 1.112], [2.149, 1.164, -0.584], [-2.640, 0.398, -0.132], [-1.529, 0.555, -0.258], [-1.330, 0.474, -1.793], [-1.242, -0.515, -2.274], [-0.260, 0.801, 3.610], [0.139, -1.954, 3.773], [2.246, -0.369, 3.119], [-3.506, -2.184, -0.107], [-1.736, -3.568, 1.527], [-3.168, -1.140, 2.482], [2.732, 2.129, -1.973], [3.429, 0.036, -0.033], [1.611, 2.320, 0.706], [-1.350, 1.585, 0.103], [-2.243, 0.932, -2.182], [0.055, 0.671, 4.656], [-1.355, 0.793, 3.554], [0.123, 1.766, 3.259], [0.560, -1.690, 4.751], [0.636, -2.861, 3.413], [-0.925, -2.148, 3.929], [2.340, -0.593, 4.188], [2.640, 0.640, 2.972], [2.892, -1.086, 2.607], [-4.477, -2.365, 0.378], [-3.269, -3.050, -0.728], [-3.517, -1.286, -0.736], [-2.336, -3.856, 2.398], [-0.657, -3.659, 1.713], [-1.993, -4.188, 0.660], [-4.176, -1.561, 2.430], [-3.237, -0.049, 2.374], [-2.712, -1.378, 3.448], [3.754, 2.436, -1.703], [2.117, 3.030, -2.126], [2.695, 1.535, -2.902], [4.278, 0.255, -0.690], [3.121, -1.017, -0.147], [3.671, 0.252, 1.013], [2.038, 3.297, 0.423], [2.024, 2.015, 1.675], [0.512, 2.401, 0.784], [-0.574, 2.525, -2.812], [-1.004, 3.489, -1.899], [-0.836, 4.815, -2.282], [-0.620, 5.134, -3.628], [-0.454, 4.116, -4.583], [-0.465, 2.782, -4.190], [-0.232, 1.256, -2.366], [1.159, 0.353, -1.173], [-1.326, 3.163, -0.912], [-0.898, 5.582, -1.500], [-0.598, 6.180, -3.926], [-0.324, 4.343, -5.646], [-0.332, 1.942, -4.888], [0.968, -3.955, -2.148], [1.974, -4.066, -1.204], [1.711, -3.122, -0.262], [0.565, -2.411, -0.644], [0.133, -2.962, -1.778], [0.845, -4.534, -2.970], [2.752, -4.796, -1.252], [2.243, -2.868, 0.634], [-0.708, -2.630, -2.358]],
  "mulliken_charge": [0.017, 1.161, 1.218, 1.417, 0.614, -0.010, -1.006, 0.199, -1.357, -1.394, -1.459, -1.177, -1.332, -1.360, -1.414, -1.159, -1.052, -0.194, 0.739, 0.439, 0.331, 0.383, 0.539, 0.440, 0.274, 0.530, 0.464, 0.440, 0.489, 0.427, 0.327, 0.422, 0.293, 0.443, 0.505, 0.358, 0.356, 0.526, 0.369, 0.442, 0.568, 0.208, 0.444, 0.628, 0.292, 0.118, 0.174, 0.104, -0.623, -0.632, -0.337, -0.237, -0.286, -0.205, 0.534, 0.494, 0.486, 0.492, 0.503, -0.025, -0.864, -0.726, 0.541, -0.724, 0.275, 0.443, 0.629, 0.476],
  "de_lowest_ev": 0.000,
  "e_lumo_ev": [-12.8, -15.7],
  "spin_multiplicity": 4,
  "s_squared": 3.79,
  "orbital_gap_ev": [7.23, 4.82],
  "total_charge": 4,
  "energy_ha": -2074.65243
}


# 2
{
  "formula": "C7H10",
  "method": "ωB97M-V with the def2-TZVPD basis set",
  "elements": ["C", "C", "C", "C", "C", "C", "C", "H", "H", "H", "H", "H", "H", "H", "H", "H", "H"],
  "xyz": [[-1.379, 0.766, 0.339], [-1.380, -0.738, -0.063], [-0.162, -0.500, -1.005], [-0.150, 0.982, -0.563], [1.219, 0.753, 0.092], [1.276, -0.434, 1.019], [1.269, -0.671, -0.450], [-2.277, 1.308, 0.028], [-1.183, 0.990, 1.393], [-1.225, -1.451, 0.754], [-2.283, -1.032, -0.605], [-0.292, -0.792, -2.050], [-0.183, 1.770, -1.320], [1.982, 1.507, 0.254], [2.250, -0.543, 1.488], [0.444, -0.729, 1.654], [2.074, -1.187, -0.966]],
  "mulliken_charge": [-0.718, -0.859, -0.075, -0.039, -0.469, -0.578, -0.443, 0.284, 0.261, 0.281, 0.284, 0.477, 0.441, 0.417, 0.281, 0.079, 0.377],
  "de_lowest_ev": 2.607,
  "e_lumo_ev": 1.2,
  "spin_multiplicity": 1,
  "orbital_gap_ev": 10.42,
  "total_charge": 0,
  "smiles": "C1C[C@H]2[C@@H]1[C@H]1C[C@@H]21",
  "energy_ha": -272.62219
}


# 3
{
  "formula": "C3H2N4O",
  "method": "ωB97M-V with the def2-TZVPD basis set",
  "elements": ["O", "C", "C", "N", "N", "C", "N", "N", "H", "H"],
  "xyz": [[-0.537, -2.309, 0.791], [-0.404, -1.088, 0.467], [0.335, -0.063, 1.339], [1.082, 0.826, 0.857], [1.117, 1.021, -0.519], [0.196, 0.807, -1.288], [-1.044, 0.264, -1.235], [-1.336, -0.572, -0.356], [0.208, 0.088, 2.358], [0.383, 1.026, -2.413]],
  "mulliken_charge": [-0.495, 0.398, -0.068, -0.256, -0.254, 0.194, -0.213, -0.092, 0.471, 0.315],
  "de_lowest_ev": 3.296,
  "e_lumo_ev": -2.0,
  "spin_multiplicity": 1,
  "orbital_gap_ev": 8.33,
  "total_charge": 0,
  "smiles": "O=c1cnncnn1",
  "energy_ha": -409.60708
}


# 4
{
  "formula": "C20H33ClN2O4",
  "method": "ωB97M-V with the def2-TZVPD basis set",
  "elements": ["C", "N", "C", "C", "O", "C", "N", "C", "O", "C", "C", "C", "C", "O", "C", "C", "C", "C", "C", "O", "C", "Cl", "C", "C", "C", "C", "C", "H", "H", "H", "H", "H", "H", "H", "H", "H", "H", "H", "H", "H", "H", "H", "H", "H", "H", "H", "H", "H", "H", "H", "H", "H", "H", "H", "H", "H", "H", "H", "H", "H"],
  "xyz": [[-3.848, 4.430, -2.494], [-3.663, 3.685, -1.253], [-3.490, 2.248, -1.367], [-2.375, 1.781, -2.299], [-2.779, 1.957, -3.632], [-0.971, 2.288, -1.877], [-0.770, 0.991, -1.246], [0.203, 0.558, -0.410], [1.137, 1.269, -0.087], [-0.032, -0.822, 0.164], [-0.942, -0.711, 1.381], [-0.377, -0.155, 2.705], [-1.250, -1.166, 3.459], [-2.447, -0.514, 3.859], [-1.381, -1.993, 2.143], [-2.751, -2.537, 1.790], [-0.330, -3.094, 2.112], [-1.917, 0.357, -1.882], [-3.198, 4.422, -0.191], [-2.851, 5.576, -0.349], [-3.289, 3.848, 1.247], [-1.725, 2.942, 1.500], [-4.505, 2.969, 1.540], [-4.575, 2.523, 2.999], [-4.564, 3.716, 3.947], [-3.343, 4.589, 3.684], [-3.273, 5.026, 2.225], [-4.357, 5.364, -2.273], [-2.901, 4.668, -2.981], [-4.447, 3.825, -3.171], [-3.239, 1.849, -0.391], [-4.423, 1.785, -1.706], [-2.050, 1.719, -4.214], [-0.302, 2.458, -2.728], [-0.923, 3.142, -1.202], [-0.490, -1.479, -0.582], [0.937, -1.238, 0.438], [-1.839, -0.144, 1.114], [0.688, -0.360, 2.816], [-0.569, 0.889, 2.941], [-0.798, -1.693, 4.306], [-3.050, -1.172, 4.218], [-3.038, -3.363, 2.447], [-3.513, -1.758, 1.860], [-2.754, -2.921, 0.766], [-0.598, -3.889, 2.811], [-0.252, -3.537, 1.116], [0.658, -2.724, 2.392], [-2.587, -0.199, -1.221], [-1.647, -0.267, -2.740], [-5.380, 3.585, 1.302], [-4.559, 2.098, 0.893], [-5.482, 1.930, 3.139], [-3.731, 1.863, 3.219], [-5.474, 4.308, 3.796], [-4.575, 3.375, 4.984], [-3.364, 5.479, 4.317], [-2.437, 4.038, 3.946], [-2.392, 5.634, 2.034], [-4.140, 5.648, 1.983]],
  "mulliken_charge": [-1.010, 0.398, -0.183, 1.593, -0.578, -0.908, 0.329, 0.493, -0.692, -0.930, 1.251, -0.992, -0.173, -0.465, 1.571, -1.849, -1.977, -1.173, -0.514, -0.647, 1.274, -0.098, -0.725, -0.547, -0.822, -0.704, -1.028, 0.362, 0.272, 0.351, -0.866, 0.179, 0.480, 0.310, 0.250, 0.265, 0.518, -0.652, 0.291, 0.212, 0.333, 0.353, 0.414, 0.446, 0.351, 0.454, 0.336, 0.419, 0.187, 0.246, 0.306, 0.453, 0.496, 0.044, 0.331, 0.391, 0.392, 0.348, 0.368, 0.465],
  "de_lowest_ev": 0.106,
  "e_lumo_ev": 0.5,
  "spin_multiplicity": 1,
  "orbital_gap_ev": 9.71,
  "total_charge": 0,
  "smiles": "CN(CC1(O)CN(C(=O)C[C@@H]2C[C@@H](O)C2(C)C)C1)C(=O)C1(Cl)CCCCC1",
  "energy_ha": -1652.55795
}


# 5
{
  "formula": "C4H6N2",
  "method": "ωB97M-V with the def2-TZVPD basis set",
  "elements": ["C", "C", "C", "N", "C", "N", "H", "H", "H", "H", "H", "H"],
  "xyz": [[-1.128, 0.942, 1.043], [-0.436, 0.740, -0.238], [0.989, 0.264, -0.114], [1.059, -1.023, -0.813], [-0.108, -1.559, -1.216], [-1.109, -2.072, -1.511], [-1.560, 1.951, 1.024], [-0.591, 0.759, 1.986], [-2.018, 0.291, 0.993], [1.581, 1.020, -0.656], [1.417, 0.157, 0.898], [1.831, -1.177, -1.445]],
  "mulliken_charge": [-0.862, -0.285, -0.183, -0.247, 0.334, -0.435, 0.337, 0.307, 0.284, 0.251, 0.255, 0.245],
  "de_lowest_ev": 4.806,
  "e_lumo_ev": -0.6,
  "spin_multiplicity": 1,
  "orbital_gap_ev": 8.11,
  "total_charge": 0,
  "energy_ha": -265.35897
}


# 6
{
  "formula": "C4H11N2",
  "method": "ωB97M-V with the def2-TZVPD basis set",
  "elements": ["N", "C", "C", "C", "C", "N", "H", "H", "H", "H", "H", "H", "H", "H", "H", "H", "H"],
  "xyz": [[-1.561, 0.674, 1.936], [-0.086, 0.823, 1.784], [0.421, -0.431, 1.051], [0.037, -0.419, -0.385], [0.896, -0.636, -1.365], [0.459, -0.381, -2.779], [-1.804, 0.654, 2.917], [-2.129, 1.395, 1.523], [0.045, 1.668, 1.110], [0.320, 0.792, 2.745], [0.204, -1.339, 1.615], [1.516, -0.517, 1.159], [-0.956, -0.022, -0.590], [1.811, -1.204, -1.328], [-0.078, 0.486, -2.837], [1.141, -0.442, -3.534], [-0.235, -1.102, -3.021]],
  "mulliken_charge": [-0.492, -0.682, -0.611, -0.332, -0.226, -0.321, 0.207, 0.211, 0.304, 0.398, 0.358, 0.350, 0.373, 0.337, 0.385, 0.363, 0.377],
  "de_lowest_ev": 2.311,
  "e_lumo_ev": -3.7,
  "spin_multiplicity": 1,
  "orbital_gap_ev": 8.79,
  "total_charge": 1,
  "smiles": "NCC/C=C/[NH3+]",
  "energy_ha": -268.21995
}


# 7
{
  "formula": "C3H7NO2S",
  "method": "ωB97M-V with the def2-TZVPD basis set",
  "elements": ["C", "C", "S", "N", "C", "O", "O", "H", "H", "H", "H", "H", "H", "H"],
  "xyz": [[0.552, -0.401, -0.432], [-0.793, -0.752, -1.071], [-1.313, -2.438, -0.718], [0.664, 1.037, -0.110], [0.000, 1.551, 1.523], [0.937, 2.173, 2.062], [-0.695, 0.592, 1.932], [1.366, -0.628, -1.127], [0.683, -0.957, 0.485], [-1.466, -0.031, -0.603], [-0.822, -0.658, -2.152], [-0.104, -2.994, -0.896], [1.633, 1.217, 0.158], [-0.642, 2.289, 0.950]],
  "mulliken_charge": [-0.576, -0.471, -0.225, -0.411, 0.455, -0.448, -0.400, 0.409, 0.394, 0.277, 0.366, 0.107, 0.279, 0.244],
  "de_lowest_ev": 8.242,
  "e_lumo_ev": -4.4,
  "spin_multiplicity": 1,
  "orbital_gap_ev": 4.89,
  "total_charge": 0,
  "energy_ha": -721.65977
}


# 8
{
  "formula": "C45H48CsN5O2P2S2",
  "method": "ωB97M-V with the def2-TZVPD basis set",
  "elements": ["Cs", "O", "C", "C", "C", "C", "C", "C", "C", "N", "C", "C", "N", "C", "C", "C", "C", "C", "C", "C", "O", "H", "H", "H", "H", "H", "H", "H", "H", "H", "H", "H", "H", "H", "H", "C", "C", "C", "C", "C", "C", "N", "N", "C", "C", "C", "C", "C", "N", "H", "H", "H", "H", "H", "H", "H", "H", "H", "S", "P", "S", "C", "C", "C", "C", "C", "C", "C", "C", "C", "C", "C", "C", "H", "H", "H", "H", "H", "H", "H", "H", "H", "H", "C", "C", "P", "C", "C", "C", "C", "H", "H", "H", "H", "H", "H", "H", "H", "H", "H", "H", "H", "H", "H", "H"],
  "xyz": [[0.757, -1.435, -0.110], [3.459, -2.710, -0.876], [3.704, -3.473, -1.859], [4.955, -3.442, -2.561], [5.199, -4.213, -3.676], [4.224, -5.079, -4.195], [3.007, -5.147, -3.537], [2.745, -4.419, -2.378], [1.407, -4.508, -1.752], [1.092, -4.645, -0.529], [2.125, -4.982, 0.448], [2.037, -4.168, 1.737], [0.687, -4.254, 2.287], [0.157, -3.255, 2.868], [0.748, -1.955, 3.274], [1.848, -1.887, 4.125], [2.300, -0.677, 4.626], [1.625, 0.490, 4.248], [0.544, 0.457, 3.391], [0.066, -0.772, 2.854], [-0.855, -0.837, 1.961], [5.706, -2.755, -2.186], [6.162, -4.138, -4.173], [4.412, -5.667, -5.085], [2.226, -5.797, -3.926], [0.557, -4.405, -2.440], [3.138, -4.904, 0.052], [1.930, -6.026, 0.715], [2.386, -3.143, 1.579], [2.743, -4.620, 2.442], [-0.896, -3.374, 3.137], [2.348, -2.808, 4.409], [3.158, -0.633, 5.284], [1.981, 1.447, 4.621], [0.064, 1.370, 3.058], [-3.150, -5.423, -3.066], [-3.033, -4.636, -4.209], [-2.426, -3.395, -4.137], [-1.926, -2.929, -2.924], [-2.028, -3.720, -1.790], [-2.645, -4.959, -1.859], [-1.249, -1.682, -2.810], [-1.603, -0.834, -3.630], [-0.903, 0.408, -3.505], [-1.629, 1.548, -3.789], [-1.023, 2.783, -3.598], [0.291, 2.820, -3.177], [0.953, 1.607, -2.991], [0.376, 0.418, -3.139], [-3.614, -6.400, -3.123], [-3.405, -5.000, -5.159], [-2.309, -2.774, -5.015], [-1.617, -3.379, -0.848], [-2.701, -5.566, -0.965], [-2.656, 1.451, -4.118], [-1.576, 3.700, -3.760], [0.800, 3.751, -2.956], [1.988, 1.598, -2.676], [1.968, 5.515, -1.141], [1.688, 4.325, 0.421], [1.352, 2.389, 0.208], [3.089, 4.557, 1.603], [3.574, 5.838, 1.861], [4.586, 6.034, 2.789], [5.129, 4.947, 3.466], [4.656, 3.668, 3.208], [3.636, 3.474, 2.281], [0.310, 4.999, 1.446], [-0.537, 5.990, 0.971], [-1.601, 6.442, 1.750], [-1.817, 5.905, 3.010], [-0.971, 4.909, 3.492], [0.084, 4.458, 2.714], [3.156, 6.674, 1.312], [4.956, 7.034, 2.984], [5.922, 5.097, 4.189], [5.077, 2.817, 3.731], [3.252, 2.481, 2.077], [-0.342, 6.403, -0.012], [-2.263, 7.210, 1.367], [-2.649, 6.248, 3.615], [-1.145, 4.476, 4.470], [0.733, 3.667, 3.074], [-3.196, 2.864, 0.900], [-2.265, 1.857, 0.231], [-2.989, 0.273, -0.363], [-3.831, -0.339, 1.171], [-3.979, -1.862, 1.204], [-4.449, 0.883, -1.339], [-5.135, -0.250, -2.109], [-2.625, 3.722, 1.263], [-3.711, 2.422, 1.756], [-3.955, 3.238, 0.207], [-1.474, 1.549, 0.919], [-1.749, 2.316, -0.617], [-4.800, 0.155, 1.297], [-3.178, -0.043, 1.994], [-4.561, -2.238, 0.358], [-4.471, -2.188, 2.125], [-2.991, -2.323, 1.175], [-4.061, 1.626, -2.043], [-5.165, 1.396, -0.690], [-4.432, -0.725, -2.800], [-5.990, 0.114, -2.686], [-5.498, -1.024, -1.429]],
  "mulliken_charge": [1.194, -0.710, -0.186, -0.755, -0.350, -0.688, -0.430, 0.816, -0.140, -0.130, -1.059, -0.162, -0.514, -0.174, 1.076, -0.158, -0.963, -0.220, -0.751, -0.847, -0.616, 0.380, 0.340, 0.349, 0.370, 0.170, 0.389, 0.485, 0.207, 0.243, 0.320, 0.354, 0.355, 0.419, 0.360, -0.484, -0.585, -0.264, -0.552, 0.010, -0.999, 0.548, -0.490, -0.047, 0.110, -0.647, -0.140, -0.768, -0.318, 0.383, 0.373, 0.439, 0.882, 0.455, 0.440, 0.378, 0.446, 0.604, -0.647, 0.722, -0.133, 0.174, -0.529, -0.593, -0.371, -0.637, -0.235, 0.096, -0.252, -0.593, -0.432, -0.506, -0.447, 0.314, 0.355, 0.344, 0.412, 0.311, 0.338, 0.347, 0.333, 0.360, 0.300, -0.977, 1.022, 0.742, -0.794, -0.807, -0.859, -1.156, -0.087, 0.337, 0.295, -0.700, -0.056, 0.565, 0.260, 0.204, 0.422, -0.044, 0.429, 0.605, 0.145, 0.392, 0.283],
  "de_lowest_ev": 0.804,
  "e_lumo_ev": 3.7,
  "spin_multiplicity": 1,
  "orbital_gap_ev": 5.81,
  "total_charge": -2,
  "energy_ha": -3667.18643
}